Formula: C38H34AsN8RuSi2
Source: the Open Molecules 2025 dataset
Level of theory: the ωB97M-V functional and the def2-TZVPD basis

Geometry (Å):
1 C -1.192 -2.610 1.166
2 C -1.448 -0.946 2.779
3 H 4.423 1.555 1.106
4 C -1.233 5.441 1.276
5 C -2.367 -0.481 6.422
6 H 2.930 -2.628 -1.123
7 C -1.093 -2.656 -1.073
8 H -1.287 5.456 2.356
9 H -0.974 7.498 -1.413
10 C 4.405 0.324 -1.477
11 H -0.794 -7.350 -1.084
12 H 3.276 2.439 2.120
13 H -2.036 -2.301 5.313
14 N -1.095 -2.311 -2.348
15 H 1.816 1.640 -3.245
16 H -2.659 1.459 7.292
17 H 2.821 -2.421 1.771
18 C -1.409 0.698 -4.208
19 C -1.617 1.389 -5.391
20 C -1.107 5.371 -1.561
21 H -1.471 -2.527 -5.304
22 H -1.820 -1.307 -7.445
23 H 4.864 -0.224 -0.654
24 H -1.082 7.558 1.034
25 As 1.348 0.281 0.018
26 C -1.520 1.265 2.725
27 Si 2.666 0.045 2.028
28 H 1.256 0.093 -3.903
29 C -1.505 -1.446 -5.334
30 H 3.193 -2.449 -2.861
31 C -0.927 -6.368 0.822
32 C -1.218 4.207 -0.809
33 N -1.332 -2.213 2.406
34 H 4.416 1.387 -1.233
35 H 4.509 1.417 2.861
36 N -1.409 2.029 -0.077
37 C -1.789 -0.518 4.126
38 H 1.548 -2.450 -2.220
39 H -1.065 5.334 -2.641
40 N -1.268 0.147 1.994
41 C -2.062 -1.220 5.292
42 H -0.890 -5.243 -2.404
43 H -2.192 2.698 5.189
44 C -0.924 -5.232 -1.323
45 C -1.226 1.146 -2.828
46 Ru -0.899 0.113 -0.003
47 H 5.040 0.189 -2.358
48 C -2.150 1.618 5.223
49 H -1.666 2.469 -5.402
50 C -1.388 2.860 1.030
51 C -1.143 -1.070 -2.780
52 N -1.487 2.517 2.290
53 H 1.051 0.931 3.708
54 H -1.083 -5.144 2.594
55 C 1.635 0.021 3.565
56 H 2.339 -0.052 4.402
57 H -2.582 -0.991 7.352
58 C -1.757 0.640 -6.549
59 C -1.058 6.566 -0.870
60 C -1.701 -0.758 -6.520
61 C -1.025 -4.033 -0.624
62 Si 2.693 -0.271 -1.909
63 C 3.823 1.501 2.013
64 C -1.077 -4.005 0.766
65 N -1.244 2.411 -2.458
66 C -1.278 4.240 0.578
67 H 0.975 -0.844 3.615
68 C -2.411 0.918 6.388
69 H -0.889 -7.303 1.365
70 C -1.353 -0.694 -4.179
71 C -1.033 -5.177 1.515
72 H 2.922 0.606 -4.151
73 H 4.182 -1.743 2.666
74 C 3.531 -1.592 1.799
75 N -1.179 -1.829 0.019
76 N -1.048 0.064 -2.026
77 C -0.873 -6.395 -0.581
78 C 2.571 -2.125 -2.020
79 C -1.121 6.601 0.532
80 C -1.831 0.877 4.092
81 H -1.917 1.140 -7.495
82 H 4.156 -1.642 0.908
83 C 2.096 0.602 -3.432
84 C -1.282 2.808 -1.199

As for the total charge: +1. The HOMO energy (spin up / spin down) is -8.88 / -8.88 eV. The calculation puts the LUMO energy (spin up / spin down) at -4.91 / -4.91 eV. As for the calculated total energy: -4816.17089 hartree. For the gap between HOMO and LUMO (spin up / spin down), the calculation gives 0.1459 / 0.1460 Eh.


Formula: C7H11N2O
Source: the Open Molecules 2025 dataset
Level of theory: the ωB97M-V functional and the def2-TZVPD basis

Geometry (Å):
1 H -3.443 2.148 0.081
2 H -3.710 0.503 -0.342
3 O -1.733 0.810 0.282
4 H 4.055 0.748 -0.188
5 C -2.030 -1.752 -0.340
6 N 0.154 -0.624 -0.008
7 H -1.858 -2.828 -0.583
8 C -1.163 -0.782 -0.146
9 H 0.630 -2.596 0.230
10 N 2.073 0.339 -0.016
11 H 0.355 1.618 -0.482
12 H 2.910 2.036 -0.860
13 H -3.046 -1.534 -0.281
14 C 3.085 1.412 -0.032
15 C 0.818 0.564 -0.214
16 C 2.269 -0.990 0.240
17 C 1.068 -1.632 0.086
18 H 3.322 -1.235 0.165
19 H 3.062 1.947 0.896
20 C -3.095 1.063 0.320
21 H -3.722 0.785 1.191

As for the total charge: +1. The HOMO energy is -13.38 eV. Its relative energy (zero: lowest compared OMol25 entry of this formula, charge and spin) is 85.1 kcal/mol. The calculation puts the LUMO energy at -3.80 eV. As for the calculated total energy: -457.70346 hartree. For the gap between HOMO and LUMO, the calculation gives 0.3521 Eh. The structure (SMILES) is C=C(OC)[n+]1ccn(C)c1.


Formula: C16H23N5O4
Source: the Open Molecules 2025 dataset
Level of theory: the ωB97M-V functional and the def2-TZVPD basis

Geometry (Å):
1 O -0.337 -2.759 -0.825
2 H 1.293 -0.393 0.919
3 H 0.780 -4.176 1.017
4 C -2.661 2.217 2.292
5 C -0.724 0.819 2.091
6 H -2.576 2.627 0.126
7 N 0.328 -0.510 -4.387
8 C 3.064 -2.188 2.155
9 H 3.906 -0.310 2.872
10 N -0.949 1.523 0.841
11 H -1.935 2.486 -5.251
12 H -1.648 3.263 -3.662
13 O 1.356 -1.885 -2.889
14 H -2.981 2.110 -3.855
15 C -0.709 1.058 -0.397
16 H -1.077 -0.216 2.018
17 H -1.905 0.957 3.922
18 H 0.718 -1.081 -5.128
19 C -1.967 2.355 -4.172
20 H -1.414 3.543 1.108
21 N 0.109 0.027 -0.751
22 C 2.015 -0.572 3.744
23 C 0.960 -0.865 -0.003
24 H 0.309 -2.757 -1.556
25 H -0.517 -2.078 1.044
26 N -1.252 1.667 -1.457
27 H 2.104 -3.381 0.139
28 H 3.815 -2.853 2.614
29 H 1.146 -1.202 3.836
30 C 0.653 -0.898 -3.090
31 N -1.068 1.275 -3.831
32 C -1.934 2.584 1.005
33 C -0.787 1.003 -2.528
34 H -3.434 1.475 2.089
35 O 1.826 -2.873 2.135
36 H 1.829 -1.062 -0.640
37 H -0.930 2.388 3.564
38 C 0.055 -0.030 -2.145
39 C 3.017 -0.921 2.960
40 H -3.118 3.079 2.772
41 C -0.495 0.510 -4.823
42 H 3.410 -1.965 1.138
43 C -1.541 1.600 3.124
44 C 0.282 -2.218 0.306
45 O -0.688 0.708 -6.002
46 H 0.335 0.810 2.358
47 C 1.306 -3.226 0.877
48 H 2.033 0.333 4.327

As for the total charge: 0. The HOMO energy is -7.68 eV. Its relative energy (zero: lowest compared OMol25 entry of this formula, charge and spin) is 32.6 kcal/mol. The calculation puts the LUMO energy at 0.63 eV. As for the calculated total energy: -1198.27169 hartree. For the gap between HOMO and LUMO, the calculation gives 0.3054 Eh. The structure (SMILES) is C=CCOC[C@H](O)Cn1c(N2CCCC2)nc2c1c(=O)[nH]c(=O)n2C.


Formula: C5H6N
Source: the Open Molecules 2025 dataset
Level of theory: the ωB97M-V functional and the def2-TZVPD basis

Geometry (Å):
1 C -0.780 -1.105 0.019
2 H 1.151 -2.054 0.260
3 H 1.978 0.372 0.793
4 H 0.313 2.242 0.030
5 C 0.103 1.149 0.003
6 N -1.127 0.990 0.095
7 H 1.931 0.316 -1.056
8 C 0.496 -1.249 0.057
9 C 1.220 0.105 -0.097
10 C -1.905 -0.312 -0.092
11 H -2.519 -0.212 -0.978
12 H -2.767 -0.282 0.713

As for the total charge: +1. The HOMO energy (spin up / spin down) is -15.55 / -15.55 eV. Its relative energy (zero: lowest compared OMol25 entry of this formula, charge and spin) is 105.6 kcal/mol. The calculation puts the LUMO energy (spin up / spin down) at -6.45 / -6.45 eV. As for the calculated total energy: -248.44737 hartree. For the gap between HOMO and LUMO (spin up / spin down), the calculation gives 0.3342 / 0.3342 Eh.


Formula: C3H5NO4
Source: the Open Molecules 2025 dataset
Level of theory: the ωB97M-V functional and the def2-TZVPD basis

Geometry (Å):
1 C 0.227 -0.178 0.110
2 N -0.052 -0.964 -1.485
3 H -1.905 -0.505 0.403
4 H 0.102 2.019 -0.669
5 H 2.104 -0.889 0.168
6 O -0.966 1.366 0.997
7 C 0.194 1.350 0.145
8 C -0.965 -0.143 0.913
9 O 1.271 -0.771 0.631
10 H -0.909 -0.548 1.944
11 O 0.933 -1.410 -1.956
12 O -1.148 -0.970 -1.941
13 H 1.112 1.642 0.741

As for the total charge: 0. The HOMO energy is -10.17 eV. Its relative energy (zero: lowest compared OMol25 entry of this formula, charge and spin) is 134.5 kcal/mol. The calculation puts the LUMO energy at 0.63 eV. As for the calculated total energy: -472.85514 hartree. For the gap between HOMO and LUMO, the calculation gives 0.3970 Eh.


Formula: C14H24FN2O8S
Source: the Open Molecules 2025 dataset
Level of theory: the ωB97M-V functional and the def2-TZVPD basis

Geometry (Å):
1 C 4.428 -7.232 -2.719
2 H -3.598 3.968 2.482
3 H 1.264 -6.878 -1.820
4 H 2.149 0.234 -1.492
5 H 0.403 -2.583 -2.714
6 O -3.516 2.480 -1.644
7 O 0.452 -0.930 -1.481
8 S -3.012 3.346 -0.636
9 H 2.553 -7.836 -3.601
10 H 5.031 -7.522 -1.855
11 C 4.091 -5.749 -2.651
12 H 2.745 -2.430 -2.217
13 C -4.323 4.684 2.874
14 H -2.116 5.485 4.316
15 C -3.709 6.068 2.988
16 O -3.884 4.384 -0.231
17 C -4.085 5.180 5.150
18 C 2.112 -2.611 -1.343
19 N -0.625 2.971 -1.507
20 O -1.370 5.123 0.840
21 H 1.218 0.269 0.013
22 C 0.225 2.748 -0.654
23 H 3.869 -5.346 -3.645
24 C 1.570 -0.372 -0.785
25 H 3.056 -8.903 -2.285
26 H 2.279 -3.629 -1.012
27 H -0.020 -2.874 -1.015
28 C -1.015 5.105 -0.335
29 O -0.246 5.852 -0.940
30 H -3.631 4.603 5.959
31 H 3.443 -1.316 -0.152
32 C 2.386 -1.554 -0.275
33 H -4.874 5.815 5.576
34 C 0.656 -2.328 -1.683
35 N -1.583 3.996 -1.192
36 H 4.888 -5.152 -2.206
37 C -3.072 6.011 4.372
38 C 3.044 -7.868 -2.626
39 H 1.997 -1.889 0.689
40 H 4.977 -7.500 -3.621
41 H -5.208 4.662 2.240
42 F -2.627 2.449 0.580
43 H -3.003 6.279 2.188
44 H 2.514 -7.235 -0.614
45 O 2.914 -5.638 -1.848
46 H -2.897 6.990 4.818
47 O -4.682 4.287 4.214
48 C 2.340 -6.933 -1.653
49 H -4.493 6.832 2.971
50 O 0.984 2.487 0.180

As for the total charge: -1. The HOMO energy is -5.63 eV. Its relative energy (zero: lowest compared OMol25 entry of this formula, charge and spin) is 0.0 kcal/mol. The calculation puts the LUMO energy at 2.06 eV. As for the calculated total energy: -1757.32988 hartree. For the gap between HOMO and LUMO, the calculation gives 0.2825 Eh.